DFT (wB97M-V/def2-TZVPD) results for one molecule with the formula C14H27NO2.

Values from the calculation:
ΔE to the lowest compared entry with this formula, charge and spin: 0.00 kcal/mol

```
44
Properties=species:S:1:pos:R:3:forces:R:3
C 0.632 2.652 -0.289 -0.131 0.273 0.208
H -2.180 0.455 1.082 0.034 -0.046 -0.008
H -4.341 -0.678 1.814 0.051 -0.045 0.068
C 3.686 -0.817 1.325 0.002 0.309 0.054
H 2.591 -1.724 -2.338 -0.030 0.068 -0.041
H -3.732 -0.908 -1.172 -0.012 0.021 -0.056
H -1.462 2.250 -1.975 -0.092 0.066 0.060
C 2.835 -1.100 -1.475 0.079 -0.323 -0.015
H 2.701 -0.057 -1.764 -0.016 0.014 -0.084
H -1.159 3.809 -0.004 -0.056 0.055 0.022
H 4.440 -2.382 -0.831 0.039 -0.075 -0.028
H 2.047 -2.489 -0.044 -0.081 -0.011 0.007
H 0.554 0.610 -0.664 0.149 -0.095 0.149
N 1.102 1.294 -0.165 -0.258 -0.029 -0.277
C -3.701 -0.379 -0.217 0.352 -0.001 0.212
H 0.859 -1.330 -0.616 -0.065 -0.077 0.015
H -3.865 -2.157 0.981 0.052 -0.015 0.081
H -5.921 -2.024 -0.430 -0.063 -0.056 -0.103
H 3.918 -0.178 2.178 -0.021 -0.107 0.020
C 1.972 0.914 0.794 -0.079 -0.337 -0.147
C 4.622 -0.485 0.167 0.052 -0.300 0.061
H -2.785 2.221 -0.791 0.026 -0.030 -0.076
H -6.326 -2.074 1.287 -0.130 -0.056 0.024
C 4.287 -1.324 -1.062 0.001 0.286 -0.080
H -1.029 2.399 1.053 -0.030 0.072 0.064
H 5.656 -0.662 0.469 0.023 0.095 -0.001
O 2.517 1.714 1.530 0.206 0.190 0.291
H -4.235 0.566 -0.343 -0.039 0.020 -0.060
H 0.812 3.005 -1.311 0.012 0.062 0.081
C 2.224 -0.592 0.919 0.109 -0.170 0.284
C -2.238 -0.103 0.139 -0.265 -0.127 0.000
C -0.860 2.761 0.037 0.140 -0.350 -0.331
H -6.400 -0.547 0.407 -0.100 0.074 -0.027
C 1.903 -1.438 -0.314 -0.051 0.255 -0.092
O -1.535 0.571 -0.888 0.112 -0.115 -0.215
H 1.219 3.259 0.406 -0.049 -0.053 -0.187
H 3.824 -1.859 1.625 -0.028 -0.047 0.019
C -1.729 1.972 -0.950 -0.060 0.359 0.165
H -1.711 -1.053 0.271 -0.050 0.063 0.099
C -4.393 -1.208 0.860 -0.076 0.144 -0.238
H 4.521 0.575 -0.076 0.073 0.083 -0.004
H 4.953 -1.062 -1.886 0.031 -0.080 -0.018
H 1.581 -0.917 1.749 0.035 0.064 -0.057
C -5.851 -1.480 0.510 0.204 -0.026 0.162
```
Forces are in eV/Å.

---

DFT (wB97M-V/def2-TZVPD) results for a 4-piece molecular cluster, C32H39BClNO8 overall.

```
82
Properties=species:S:1:pos:R:3:forces:R:3
C 3.038 -4.514 1.929 0.432 -0.021 0.379
C 0.553 -3.933 2.398 0.033 -0.060 0.107
H 2.007 4.782 0.162 0.004 -0.006 0.002
C 0.017 -5.088 1.553 0.030 0.245 -0.136
H 0.097 6.311 -4.684 -0.006 -0.004 -0.001
O 2.068 -2.925 -0.312 0.579 -0.072 -0.335
H 5.862 -4.070 0.889 -0.055 0.057 -0.024
H 0.600 -5.155 0.627 0.048 -0.166 0.131
H -4.418 -2.351 -0.981 -0.005 -0.001 0.012
C -4.454 -0.211 -1.049 0.036 -0.026 0.027
C 4.909 -3.953 0.365 0.100 -0.301 0.071
O -0.695 -1.127 0.211 0.407 0.073 -0.096
C 1.414 2.724 0.024 0.006 -0.009 -0.007
H -2.196 4.066 -0.213 -0.002 0.002 0.007
C 3.871 -3.359 1.354 -0.319 -0.338 -0.378
O -2.239 -2.719 -0.056 0.009 -0.300 0.599
H -3.429 -0.110 -0.712 -0.013 0.013 -0.042
H -1.952 -5.695 0.874 -0.130 0.105 0.168
C -0.768 6.867 -2.802 -0.018 -0.009 -0.037
C 1.980 -4.061 2.944 -0.131 0.173 -0.092
H -1.774 1.630 -0.284 0.025 0.005 -0.012
C -2.300 -1.363 1.956 -0.394 0.153 -0.208
C -1.614 9.114 -2.657 -0.003 0.002 0.001
H -2.627 -0.321 1.940 0.139 -0.023 0.081
C -0.385 7.097 -4.117 -0.002 0.015 -0.002
C 5.183 -3.083 -0.836 -0.016 -0.230 0.045
N 5.798 1.240 1.277 0.164 0.578 -0.258
C -6.507 0.793 -1.789 -0.008 -0.003 -0.003
H 2.428 2.348 0.084 0.022 0.006 -0.024
H 1.745 -2.296 -0.971 -0.315 0.077 0.231
H 4.594 -4.942 0.037 -0.108 0.109 0.003
H -1.410 10.308 -4.426 -0.001 0.001 -0.001
H -1.687 7.696 -1.049 0.002 0.003 0.001
H -4.762 1.906 -1.222 0.002 0.002 -0.006
H -0.357 -3.507 -0.279 -0.043 -0.064 -0.016
C -1.372 -3.875 -0.117 0.013 0.128 -0.429
C -1.658 -1.695 0.635 -0.349 -0.137 0.107
C 5.465 0.359 1.927 0.046 -0.527 0.282
H 2.231 0.663 1.835 -0.005 -0.091 0.008
C -0.618 8.334 -4.701 0.005 0.001 0.001
H 0.484 -3.013 1.805 -0.076 -0.083 0.013
H -6.755 -2.584 -1.773 0.002 0.000 -0.009
H 2.611 -5.057 1.087 -0.067 0.060 0.058
H -1.668 -4.425 -1.011 -0.054 0.074 0.048
H -0.123 -3.804 3.251 0.059 0.085 -0.024
C -1.427 -4.773 1.130 0.356 -0.188 -0.363
H -0.322 8.512 -5.727 0.006 0.002 0.001
Cl 4.616 -3.773 -2.377 0.030 -0.091 -0.113
B 2.885 -2.328 0.605 -0.161 0.294 0.099
H -0.305 5.640 0.022 0.009 0.003 0.014
H 3.741 -5.196 2.422 -0.011 0.018 -0.091
C -0.121 4.573 -0.015 -0.005 0.001 0.037
H 1.093 -0.695 1.862 0.094 0.037 -0.021
O 4.558 -2.794 2.524 0.066 0.292 0.124
C 5.532 -1.906 2.351 -0.128 -0.181 -0.046
C -7.065 -0.469 -1.945 0.000 0.009 0.003
C -5.010 -1.474 -1.202 -0.059 0.016 -0.064
C 1.179 4.092 0.067 -0.015 0.002 0.004
H -1.550 -1.484 2.740 -0.027 0.050 -0.032
C -1.183 3.689 -0.143 0.002 0.011 0.006
O 5.709 -2.028 -0.816 0.014 0.395 0.056
C 0.352 1.836 -0.100 0.103 0.089 -0.014
H -1.963 -4.268 1.936 -0.067 -0.104 -0.034
H 2.590 -0.740 2.854 -0.054 -0.054 -0.105
C -6.318 -1.601 -1.651 0.001 0.026 0.031
O 2.856 -0.973 0.788 -0.021 -0.246 0.109
H 0.533 0.771 -0.128 -0.024 0.056 -0.031
H -3.164 -1.992 2.155 0.084 -0.022 -0.008
C -1.231 9.343 -3.971 -0.001 0.001 -0.002
O 5.022 -0.626 2.647 -0.116 0.031 -0.008
H -2.091 9.901 -2.087 -0.004 -0.001 0.000
C 2.151 -0.421 1.905 0.009 0.207 0.124
C -0.945 2.322 -0.184 -0.056 -0.063 0.005
H 1.984 -4.714 3.820 0.002 -0.115 -0.151
C -5.200 0.922 -1.340 0.008 -0.003 0.009
H -7.090 1.675 -2.021 -0.002 0.000 0.004
C -1.384 7.875 -2.074 0.007 -0.007 0.011
H -8.084 -0.569 -2.297 -0.001 0.000 0.000
H 2.272 -3.075 3.321 0.019 -0.136 0.129
O 6.668 -2.098 2.098 0.014 0.057 -0.075
H -0.590 5.901 -2.349 0.011 -0.010 -0.015
H 0.118 -6.055 2.052 -0.128 0.125 0.161
```
Forces are in eV/Å.

---

DFT (wB97M-V/def2-TZVPD) results for one molecule with the formula C5H9N3O.

Values from the calculation:
ΔE to the lowest compared entry with this formula, charge and spin: 42.91 kcal/mol

```
18
Properties=species:S:1:pos:R:3:forces:R:3
H 0.360 -2.823 2.391 0.113 -0.440 -0.150
H -1.480 -1.486 0.227 0.478 0.298 -0.318
H -1.003 -1.749 2.432 0.746 0.323 0.060
C 0.104 -1.774 2.314 -0.890 -0.750 2.234
N -0.008 0.054 0.652 -0.103 -0.337 -0.924
C 0.525 -1.250 1.028 1.837 0.457 -0.535
C 0.857 0.972 0.081 1.249 -0.373 1.260
C -0.240 1.449 -1.892 -0.632 0.794 -1.540
H -1.266 2.641 -3.262 0.595 -0.185 3.049
H -0.191 -1.360 -1.136 -0.231 0.595 1.404
O -0.340 0.405 -2.514 -0.235 0.541 0.166
H 1.790 1.084 0.713 -1.036 0.188 -0.682
H -0.628 3.449 -1.856 0.549 1.012 0.432
C -0.467 -1.166 -0.062 -0.048 -0.469 -0.986
H 0.601 -1.325 3.201 -0.405 0.123 -0.629
N 0.740 1.689 -0.952 0.265 0.009 0.605
H 1.634 -1.411 0.836 -1.492 0.202 -0.280
N -0.989 2.602 -2.200 -0.761 -1.988 -3.165
```
Forces are in eV/Å.

---

DFT (wB97M-V/def2-TZVPD) results for a 7-piece molecular cluster, H16NO6 overall.

Values from the calculation:
net charge: +1
ΔE to the lowest compared entry with this formula, charge and spin: 98.83 kcal/mol

```
23
Properties=species:S:1:pos:R:3:forces:R:3
O -2.358 1.214 0.459 -3.633 -2.792 0.028
H 3.353 -1.480 0.307 1.375 0.023 -1.807
H 0.215 2.539 0.631 0.983 -0.061 -0.128
H -3.113 0.889 -0.163 2.005 1.421 0.635
H -1.480 -2.081 -2.701 -0.136 -0.842 0.653
H -1.252 -0.807 0.007 -0.912 -0.451 0.078
H 1.778 2.220 0.513 1.949 1.559 -0.107
H -1.932 -2.938 -1.394 0.813 0.262 -1.607
N -0.274 -0.754 0.175 -0.381 5.460 1.864
H 2.754 -2.093 1.454 -0.167 -0.075 0.653
H -1.490 1.036 -3.201 -1.002 0.406 -0.344
H 1.142 1.253 2.463 -0.103 0.230 -0.052
H -2.836 0.779 1.242 1.451 1.324 -0.624
H -0.005 -0.665 1.246 -0.590 1.407 -2.762
O 0.925 1.875 0.545 -2.957 -1.493 0.192
H 0.129 -0.180 -0.652 -0.666 0.862 2.470
H -0.217 1.846 -3.472 0.390 1.597 -0.715
H 2.105 0.820 3.421 10.140 -2.584 0.753
O 1.296 1.022 3.386 -10.077 2.269 -0.820
H 0.252 -1.461 -0.026 3.024 -7.047 -1.684
O -0.551 1.044 -3.140 0.578 -2.110 1.212
O -1.243 -2.828 -2.108 -0.699 0.637 0.998
O 2.795 -1.242 1.011 -1.386 0.001 1.115
```
Forces are in eV/Å.

---

Calculated max |F| in order - 0.50, 0.67, 3.81, 10.49 eV/A
Calculated HOMO in order - -9.269, -9.255, -9.484, -14.286 eV